Version A
{
  "formula": "C4H7NOS",
  "method": "ωB97M-V/def2-TZVPD",
  "species": ["C", "C", "C", "C", "H", "H", "H", "H", "H", "H", "H", "N", "O", "S"],
  "xyz": [[-1.493, -0.507, -1.622], [-0.389, -0.334, 0.541], [0.489, 0.025, 1.517], [1.748, 0.728, 1.397], [-1.328, -1.702, -1.544], [-1.366, -0.105, -2.667], [-2.625, -0.167, -1.203], [-0.014, 0.985, -0.975], [-1.147, -1.073, 0.641], [0.186, -0.120, 2.510], [1.561, -0.031, -0.364], [-0.382, 0.090, -0.798], [2.236, 0.577, 0.150], [2.524, 1.635, 2.416]],
  "spin_multiplicity": 1,
  "charge": 0,
  "orbital_gap_ev": 8.5,
  "smiles": "CN/C=C\\C(O)=S"
}

***

Version B
{
  "formula": "C4H7NOS",
  "method": "ωB97M-V/def2-TZVPD",
  "species": ["C", "C", "C", "C", "H", "H", "H", "H", "H", "H", "H", "N", "O", "S"],
  "xyz": [[0.550, 1.164, 0.638], [0.604, -0.197, -0.028], [-0.485, -0.981, -0.243], [-1.899, -0.668, 0.035], [-0.050, 1.989, -0.358], [1.935, 1.557, 0.521], [-0.174, 0.933, 1.686], [1.741, -1.574, -0.835], [2.691, -0.317, -0.370], [-0.314, -2.017, -0.315], [-1.058, 1.621, -0.103], [1.679, -0.685, -0.593], [-2.624, -1.517, 0.477], [-2.597, 0.692, -0.512]],
  "spin_multiplicity": 1,
  "charge": 0,
  "orbital_gap_ev": 7.8
}

***

Short version: version B is the least stable of them.

***

Version A
{
  "formula": "C2H2Cl2OS",
  "method": "ωB97M-V/def2-TZVPD",
  "species": ["C", "C", "H", "H", "O", "S", "Cl", "Cl"],
  "xyz": [[-0.200, -0.826, -0.191], [0.034, 0.713, -0.437], [0.612, -0.381, 1.525], [-0.418, 1.048, -1.343], [-0.196, -1.201, 1.082], [-0.226, -1.854, -1.520], [1.684, 1.264, 0.109], [-1.290, 1.238, 0.777]],
  "spin_multiplicity": 1,
  "charge": 0,
  "orbital_gap_ev": 8.5
}

***

Version B
{
  "formula": "C2H2Cl2OS",
  "method": "ωB97M-V/def2-TZVPD",
  "species": ["C", "C", "O", "S", "Cl", "Cl", "H", "H"],
  "xyz": [[1.964, -0.354, 0.516], [-1.638, 0.414, -0.216], [2.874, 0.301, 0.903], [0.202, 0.588, 0.541], [-1.193, 0.109, -1.989], [1.964, -1.948, 0.075], [-2.118, -0.485, 0.286], [-2.055, 1.375, -0.116]],
  "spin_multiplicity": 1,
  "charge": 0,
  "orbital_gap_ev": 8.8,
  "smiles": "O=C(Cl)SCCl"
}

***

Short version: version A is the least stable of them.

***

Version A
{
  "formula": "C5H11N",
  "method": "ωB97M-V/def2-TZVPD",
  "species": ["C", "C", "C", "C", "C", "N", "H", "H", "H", "H", "H", "H", "H", "H", "H", "H", "H"],
  "xyz": [[1.133, -0.699, 1.878], [1.644, -0.142, 0.567], [0.633, -0.401, -0.603], [-0.772, 0.075, -0.310], [-2.395, 1.176, -1.851], [-1.194, 1.116, -1.331], [0.584, -1.644, 1.652], [1.782, -0.719, 2.733], [0.372, -0.052, 2.242], [1.923, 0.877, 0.834], [2.561, -0.585, 0.242], [1.010, 0.109, -1.550], [0.758, -1.399, -1.006], [-0.723, 0.746, 0.683], [-1.501, -0.766, 0.012], [-2.603, 1.816, -2.639], [-3.210, 0.493, -1.555]],
  "spin_multiplicity": 2,
  "charge": 1,
  "s_squared": 0.77,
  "orbital_gap_ev": [9.4, 5.7]
}

***

Version B
{
  "formula": "C5H11N",
  "method": "ωB97M-V/def2-TZVPD",
  "species": ["C", "N", "C", "C", "C", "C", "H", "H", "H", "H", "H", "H", "H", "H", "H", "H", "H"],
  "xyz": [[-0.598, 1.080, -2.222], [0.197, 0.301, -1.237], [-0.812, -0.097, -0.123], [-0.495, 0.044, 1.361], [1.071, -0.409, 1.646], [1.481, -1.675, 1.298], [0.011, 1.206, -3.137], [-1.512, 0.601, -2.434], [-0.842, 2.066, -1.881], [0.937, 1.059, -0.805], [-1.594, 0.688, -0.093], [-1.369, -0.939, -0.544], [-0.574, 0.977, 1.871], [-1.054, -0.803, 1.868], [1.626, 0.094, 2.420], [1.088, -2.130, 0.318], [2.439, -2.062, 1.695]],
  "spin_multiplicity": 2,
  "charge": 1,
  "s_squared": 0.75,
  "orbital_gap_ev": [10.1, 4.9]
}

***

Short version: version B is the least stable of them.

***

Version A
{
  "formula": "C3H10O2",
  "method": "ωB97M-V/def2-TZVPD",
  "species": ["C", "O", "C", "C", "H", "H", "H", "H", "H", "H", "H", "H", "H", "H", "O"],
  "xyz": [[0.674, 0.058, -0.079], [1.558, -0.887, -0.863], [0.255, -0.188, 1.293], [-0.788, 1.018, 1.700], [-0.193, 0.171, -0.753], [1.390, 1.033, 0.079], [2.424, -0.556, -0.782], [1.190, -0.071, 1.898], [-0.253, -1.114, 1.343], [-0.527, 2.043, 1.384], [-1.167, 0.988, 2.719], [-1.727, 0.807, 1.067], [-1.627, -1.034, -3.240], [-0.486, -1.156, -2.435], [-0.723, -1.112, -3.331]],
  "spin_multiplicity": 1,
  "charge": 0,
  "orbital_gap_ev": 11.4,
  "smiles": "CCCO.O"
}

***

Version B
{
  "formula": "C3H10O2",
  "method": "ωB97M-V/def2-TZVPD",
  "species": ["C", "O", "H", "H", "H", "H", "C", "O", "C", "H", "H", "H", "H", "H", "H"],
  "xyz": [[-2.126, -0.649, -1.929], [-1.187, -1.090, -0.888], [-1.629, 0.229, -2.444], [-3.217, -0.496, -1.860], [-2.189, -1.491, -2.854], [-0.510, -1.558, -1.280], [1.211, 0.634, 0.453], [-0.051, 0.604, 1.094], [2.231, 0.681, 1.592], [1.460, 1.641, 0.079], [1.401, -0.218, -0.312], [-0.400, -0.206, 0.723], [3.153, 1.319, 1.328], [2.286, -0.336, 1.783], [1.650, 1.014, 2.490]],
  "spin_multiplicity": 1,
  "charge": 0,
  "orbital_gap_ev": 10.1,
  "smiles": "CCO.CO"
}

***

Version C
{
  "formula": "C3H10O2",
  "method": "ωB97M-V/def2-TZVPD",
  "species": ["O", "C", "C", "C", "H", "H", "H", "H", "H", "H", "H", "H", "O", "H", "H"],
  "xyz": [[-0.105, -0.175, -0.604], [0.301, 0.269, 0.686], [-1.420, -1.708, -1.899], [-0.767, -1.446, -0.529], [0.858, 1.215, 0.577], [0.980, -0.494, 1.101], [-0.526, 0.428, 1.398], [-2.103, -0.885, -2.168], [-2.006, -2.639, -1.819], [-0.678, -1.828, -2.706], [-0.011, -2.220, -0.296], [-1.558, -1.506, 0.243], [2.234, 3.536, 2.369], [1.992, 3.150, 1.497], [2.809, 4.303, 2.150]],
  "spin_multiplicity": 1,
  "charge": 0,
  "orbital_gap_ev": 10.7,
  "smiles": "CCOC.O"
}

***

Short version: version B is the least stable of them.

***

Version A
{
  "formula": "C2Br2O2",
  "method": "ωB97M-V/def2-TZVPD",
  "species": ["C", "C", "O", "O", "Br", "Br"],
  "xyz": [[-0.272, -0.691, 0.498], [-0.241, 0.680, -0.424], [-1.114, -0.942, 1.240], [-0.900, 1.151, -1.291], [1.152, -1.719, -0.281], [1.375, 1.521, 0.257]],
  "spin_multiplicity": 1,
  "charge": 0,
  "orbital_gap_ev": 10.1,
  "smiles": "O=C(Br)C(=O)Br"
}

***

Version B
{
  "formula": "C2Br2O2",
  "method": "ωB97M-V/def2-TZVPD",
  "species": ["C", "C", "O", "O", "Br", "Br"],
  "xyz": [[-1.213, 0.152, 0.698], [2.828, -0.407, -0.456], [-0.575, 0.813, 1.399], [2.707, 0.189, -1.447], [-2.733, 0.889, -0.301], [-1.013, -1.637, 0.107]],
  "spin_multiplicity": 1,
  "charge": 0,
  "orbital_gap_ev": 10.4
}

***

Short version: version A is the least stable of them.

***

Version A
{
  "formula": "C4H6S2Si",
  "method": "ωB97M-V/def2-TZVPD",
  "species": ["C", "C", "C", "C", "Si", "S", "S", "H", "H", "H", "H", "H", "H"],
  "xyz": [[1.054, -2.536, -0.974], [1.418, -1.405, -1.555], [0.355, -1.077, 1.353], [0.650, 0.212, 0.592], [-0.549, 1.715, 0.680], [0.831, -2.642, 0.863], [1.814, 0.083, -0.780], [0.664, -3.500, -1.331], [1.481, -1.451, -2.712], [-0.300, -1.263, 2.209], [-1.693, 1.698, 1.441], [-1.132, 1.634, -0.697], [0.479, 2.566, 1.392]],
  "spin_multiplicity": 1,
  "charge": 0,
  "orbital_gap_ev": 8.0,
  "smiles": "[SiH3]C1=CSC=CS1"
}

***

Version B
{
  "formula": "C4H6S2Si",
  "method": "ωB97M-V/def2-TZVPD",
  "species": ["C", "C", "C", "C", "Si", "S", "S", "H", "H", "H", "H", "H", "H"],
  "xyz": [[0.257, -1.882, 0.107], [0.549, -0.514, 0.479], [-0.901, -2.374, -0.350], [-0.162, 0.761, -0.124], [0.492, 2.480, 0.265], [-2.226, -1.174, -0.846], [-1.171, 0.413, -1.483], [1.005, -2.731, 0.171], [1.213, -0.324, 1.294], [-1.204, -3.352, -0.580], [1.853, 2.449, -0.298], [0.479, 2.659, 1.746], [-0.184, 3.590, -0.381]],
  "spin_multiplicity": 1,
  "charge": 0,
  "orbital_gap_ev": 7.1,
  "smiles": "[SiH3]C1=CC=CSS1"
}

***

Short version: version A is the least stable of them.